DFT (the ωB97M-V functional and the def2-TZVPD basis) results for an isolated molecule of C5H9ClS2 at a distorted geometry.

The calculation puts the molar mass at 168.7 Da. For the LUMO energy, the calculation gives -0.3 eV. Its HOMO energy is -8.72 eV. Its SMILES is CSC(=S)CCCCl. The calculated total energy comes out at -39519.931 eV. The calculation puts the HOMO-LUMO gap at 0.3085 hartree.

CARTESIAN COORDINATES (ANGSTROEM)
C  -2.384  1.792  0.671
C  -0.257  0.650  -0.409
C  1.226  0.423  -0.203
C  1.143  -0.886  0.555
C  1.108  -1.964  -0.530
H  -2.237  2.000  -0.491
H  -2.841  2.830  1.264
H  -2.799  0.810  0.734
H  1.883  0.410  -1.189
H  1.567  1.212  0.554
H  1.991  -1.123  1.378
H  0.019  -1.140  1.125
H  0.584  -2.983  0.067
H  0.277  -1.401  -1.366
S  -0.702  1.518  1.000
S  -1.219  0.055  -1.594
Cl  2.641  -2.202  -1.566

Cartesian forces (eV/Å) of the 6 atoms listed first:
C -0.64 3.73 -1.65
C 0.57 0.78 -0.23
C 0.67 1.35 0.25
C 0.37 -3.58 1.93
C -3.56 -0.96 -0.54
H -1.39 -0.03 2.27